1.
{"formula": "C5H8O2", "method": "wB97M-V/def2-TZVPD", "species": ["C", "C", "C", "H", "H", "H", "H", "C", "O", "H", "H", "C", "O", "H", "H"], "positions_angstrom": [[0.9453, 1.1879, -0.9977], [0.1185, 1.8934, -0.2989], [1.3294, 1.4084, 0.4349], [1.2138, 0.6873, -1.9137], [-0.8177, 2.4167, -0.1933], [1.2278, 0.5954, 1.1649], [2.1336, 2.1067, 0.6844], [0.5162, -2.0240, 0.2048], [0.6031, -1.6929, -0.9511], [1.2930, -1.7851, 0.9527], [-0.3640, -2.5789, 0.5846], [-2.0549, -0.5531, 0.0722], [-1.7889, 0.1607, 1.0066], [-1.7853, -0.2983, -0.9691], [-2.5698, -1.5243, 0.2186]], "forces_ev_per_angstrom": [[-0.2, 0.2, 0.0], [0.1, -0.1, -0.2], [0.2, 0.0, 0.3], [-0.1, 0.1, 0.1], [0.2, -0.1, -0.1], [0.0, 0.1, -0.1], [-0.1, -0.1, -0.1], [0.0, 0.0, -0.3], [0.0, -0.3, 0.5], [0.0, 0.0, -0.1], [0.1, 0.0, 0.0], [0.0, 0.2, 0.3], [-0.2, -0.4, -0.4], [0.0, 0.1, 0.1], [0.0, 0.1, 0.0]], "gap_ev": 9.76, "smiles": "C1=CC1.C=O.C=O", "relative_energy_kcal_mol": 112.7, "e_tot_ev": -9404.9459, "lumo_ev": 0.62}



2.
{"formula": "C22H30N2O4", "method": "wB97M-V/def2-TZVPD", "species": ["C", "O", "C", "C", "C", "C", "N", "C", "C", "N", "C", "C", "C", "C", "C", "C", "O", "C", "C", "O", "C", "C", "C", "C", "C", "O", "C", "C", "H", "H", "H", "H", "H", "H", "H", "H", "H", "H", "H", "H", "H", "H", "H", "H", "H", "H", "H", "H", "H", "H", "H", "H", "H", "H", "H", "H", "H", "H"], "positions_angstrom": [[2.2938, 1.8381, -4.9206], [1.0332, 1.2949, -5.2281], [0.4837, 0.4058, -4.3505], [1.0840, -0.0219, -3.1785], [0.4205, -0.9255, -2.3528], [1.0928, -1.3779, -1.0851], [1.7065, -0.2637, -0.3839], [2.5288, -0.7145, 0.7243], [3.2196, 0.4930, 1.3708], [2.3199, 1.5373, 1.8056], [1.7886, 1.4507, 3.1525], [0.8171, 0.3292, 3.4548], [1.2894, -0.9048, 3.8810], [0.4185, -1.9468, 4.1204], [-0.9393, -1.7691, 3.9210], [-1.4443, -0.5447, 3.5041], [-2.7797, -0.3280, 3.2641], [-3.6851, -1.3798, 3.4804], [-0.5591, 0.5310, 3.2951], [-0.9284, 1.7889, 2.9005], [-2.2105, 2.2893, 3.2050], [1.3947, 1.8784, 0.7468], [0.7053, 0.6704, 0.1050], [-0.8267, -1.3986, -2.7042], [-1.4307, -0.9797, -3.8923], [-2.6603, -1.5104, -4.1486], [-3.3217, -1.1242, -5.3280], [-0.7762, -0.0776, -4.7120], [2.2731, 2.3908, -3.9760], [3.0637, 1.0616, -4.8684], [2.5267, 2.5225, -5.7351], [2.0503, 0.3336, -2.8637], [1.8909, -2.0841, -1.3427], [0.3656, -1.9124, -0.4461], [3.2918, -1.3964, 0.3370], [1.9275, -1.2574, 1.4744], [3.8273, 0.1645, 2.2159], [3.8829, 0.9392, 0.6199], [1.2956, 2.4052, 3.3539], [2.6497, 1.3570, 3.8221], [2.3506, -1.0400, 4.0296], [0.7870, -2.9048, 4.4543], [-1.6051, -2.5998, 4.0902], [-3.6810, -1.7109, 4.5241], [-4.6656, -0.9719, 3.2375], [-3.4789, -2.2327, 2.8255], [-2.9734, 1.8897, 2.5341], [-2.4911, 2.0760, 4.2392], [-2.1360, 3.3688, 3.0669], [0.6433, 2.5628, 1.1387], [1.9744, 2.3907, -0.0307], [0.1029, 1.0058, -0.7424], [0.0350, 0.1832, 0.8329], [-1.3582, -2.0965, -2.0769], [-4.2678, -1.6636, -5.3262], [-2.7489, -1.4008, -6.2190], [-3.5187, -0.0474, -5.3442], [-1.2000, 0.2818, -5.6347]], "forces_ev_per_angstrom": [[0.2, 0.1, 0.1], [-0.3, -0.2, 0.0], [0.0, -0.1, 0.1], [0.2, 0.2, -0.2], [-0.3, -0.1, -0.2], [0.1, 0.0, 0.1], [0.0, -0.1, 0.0], [0.2, 0.1, 0.1], [0.0, -0.2, -0.1], [0.0, 0.0, 0.0], [0.0, 0.2, 0.0], [-0.2, 0.1, 0.1], [-0.1, 0.0, 0.1], [0.1, 0.0, 0.0], [-0.2, 0.0, 0.0], [-0.2, 0.1, -0.1], [0.5, 0.2, -0.1], [-0.2, -0.2, 0.0], [0.1, 0.0, 0.2], [0.2, -0.5, -0.2], [-0.5, 0.3, 0.0], [-0.2, 0.0, -0.2], [0.0, 0.3, 0.0], [0.0, 0.0, 0.0], [0.2, 0.1, 0.0], [0.3, 0.0, 0.3], [-0.1, 0.1, -0.2], [-0.2, 0.0, -0.2], [0.0, 0.0, 0.0], [0.0, 0.0, 0.0], [0.0, 0.0, 0.1], [0.1, 0.1, 0.0], [-0.1, 0.0, 0.1], [0.1, 0.0, -0.1], [0.0, 0.0, 0.0], [0.1, 0.0, -0.1], [0.1, 0.0, 0.0], [0.1, -0.1, 0.0], [0.1, -0.1, 0.1], [-0.1, 0.0, 0.0], [0.1, 0.0, 0.0], [0.0, -0.1, 0.0], [-0.1, 0.0, 0.0], [0.0, 0.0, 0.0], [0.0, -0.1, 0.0], [0.0, 0.0, 0.0], [0.1, 0.1, 0.1], [0.0, 0.0, 0.0], [0.0, -0.1, 0.0], [0.0, 0.0, -0.1], [-0.1, 0.0, -0.1], [0.0, 0.0, 0.1], [0.0, 0.0, -0.1], [-0.1, -0.1, 0.1], [0.1, 0.1, 0.0], [0.0, 0.0, 0.0], [0.0, 0.0, 0.0], [-0.1, 0.0, -0.1]], "gap_ev": 8.48, "smiles": "COc1cc(CN2CCN(Cc3cccc(OC)c3OC)CC2)cc(OC)c1", "relative_energy_kcal_mol": 93.5, "e_tot_ev": -34469.1197, "lumo_ev": 0.72}



3.
{"formula": "C6H12N", "method": "wB97M-V/def2-TZVPD", "species": ["C", "C", "C", "C", "C", "C", "N", "H", "H", "H", "H", "H", "H", "H", "H", "H", "H", "H", "H"], "positions_angstrom": [[2.8318, -0.2276, 2.8186], [-1.8076, -1.4379, -1.6704], [-1.0315, -0.4587, -1.1258], [0.0709, -0.6944, -0.0878], [-1.1265, 2.0720, -1.0618], [-1.0646, 0.7883, -1.7830], [1.7464, -0.8171, 2.3770], [3.8340, -0.3343, 2.3817], [2.1457, -1.4536, 3.2122], [-2.1568, -2.2707, -1.0683], [-2.1597, -1.4109, -2.6952], [-0.2995, -0.5748, 0.9292], [0.4648, -1.7001, -0.2266], [-2.1614, 2.2795, -0.7625], [-0.5118, 2.0954, -0.1593], [-1.5719, 0.7794, -2.7524], [2.7190, 0.4792, 3.6572], [-0.8229, 2.9060, -1.6912], [0.9016, -0.0198, -0.2917]], "forces_ev_per_angstrom": [[-1.5, 0.3, -0.5], [-0.3, 0.3, 0.0], [2.9, -0.1, -0.5], [-1.3, -0.1, 0.1], [1.6, 0.2, 0.0], [-3.3, -0.3, 0.5], [1.8, -0.2, 0.4], [0.2, 0.2, -0.2], [-1.0, -0.1, 0.0], [0.3, -0.1, 0.0], [-0.3, 0.3, 0.1], [0.4, 0.0, 0.1], [-0.1, 0.0, 0.2], [-0.1, -0.3, -0.2], [-0.1, -0.2, 0.0], [0.5, 0.1, -0.2], [0.6, -0.1, 0.3], [-0.1, 0.1, -0.2], [-0.2, 0.1, 0.2]], "gap_ev": 4.47, "charge": 1, "relative_energy_kcal_mol": 152.1, "e_tot_ev": -7893.4645, "lumo_ev": -6.56}



4.
{"formula": "C45H42BBaN10O2S4Se2", "method": "wB97M-V/def2-TZVPD", "species": ["Ba", "C", "C", "C", "C", "N", "N", "B", "N", "N", "C", "C", "C", "C", "C", "C", "C", "C", "C", "C", "N", "N", "C", "C", "C", "C", "C", "C", "C", "C", "C", "C", "C", "C", "C", "C", "C", "C", "H", "H", "H", "H", "H", "H", "H", "H", "H", "H", "H", "H", "H", "H", "H", "H", "H", "H", "H", "H", "H", "H", "H", "H", "H", "H", "H", "H", "O", "C", "S", "C", "C", "S", "S", "S", "Se", "Se", "C", "C", "C", "C", "C", "N", "C", "C", "C", "C", "C", "N", "H", "H", "H", "H", "H", "H", "H", "H", "C", "N", "C", "N", "O", "H", "H", "H", "H", "H", "H"], "positions_angstrom": [[1.2222, 0.4450, 0.1265], [-3.1182, -4.2908, 1.1366], [-1.7180, -3.8266, 1.3569], [-0.8589, -4.3165, 2.3149], [0.3214, -3.5718, 2.1604], [0.1682, -2.6493, 1.2246], [-1.0790, -2.8394, 0.6810], [-1.3948, -1.7685, -0.4290], [-2.4611, -0.6972, 0.0211], [-1.8485, 0.4438, 0.4917], [-2.8171, 1.3342, 0.7046], [-4.0616, 0.7861, 0.3799], [-3.7943, -0.4975, -0.0385], [-4.7835, -1.5148, -0.4921], [-2.5055, 2.7141, 1.1363], [-1.3532, 3.0021, 1.8594], [-1.0620, 4.3036, 2.2334], [-1.9200, 5.3388, 1.8873], [-3.0723, 5.0592, 1.1701], [-3.3642, 3.7543, 0.7991], [-1.4007, -2.1651, -1.9401], [-0.3827, -1.5154, -2.6017], [-0.4986, -1.8215, -3.8799], [-1.5787, -2.6904, -4.0852], [-2.1254, -2.8852, -2.8400], [-3.3020, -3.7639, -2.5759], [0.4298, -1.2745, -4.8956], [0.2582, -1.5724, -6.2449], [1.1207, -1.0475, -7.1974], [2.1655, -0.2189, -6.8116], [2.3418, 0.0833, -5.4670], [1.4802, -0.4458, -4.5203], [1.5841, -3.7048, 2.9189], [2.7719, -3.1841, 2.4189], [3.9662, -3.3484, 3.1020], [3.9862, -4.0301, 4.3129], [2.8049, -4.5504, 4.8258], [1.6135, -4.3968, 4.1281], [-3.3515, -5.0346, 1.8982], [-3.2563, -4.7774, 0.1757], [-3.8476, -3.4857, 1.2306], [-1.0604, -5.1368, 2.9840], [-0.4168, -1.1535, -0.3877], [-5.0317, 1.2500, 0.4464], [-5.6060, -1.5748, 0.2227], [-4.3564, -2.5051, -0.5820], [-5.2044, -1.2490, -1.4638], [-0.7095, 2.2002, 2.1888], [-0.1578, 4.5051, 2.7924], [-1.6808, 6.3590, 2.1588], [-3.7396, 5.8606, 0.8787], [-4.2514, 3.5454, 0.2126], [-1.9219, -3.1361, -5.0036], [-3.2756, -4.5928, -3.2836], [-4.2474, -3.2413, -2.7174], [-3.3070, -4.1890, -1.5808], [-0.5559, -2.2143, -6.5561], [0.9742, -1.2858, -8.2437], [2.8387, 0.1905, -7.5543], [3.1474, 0.7298, -5.1431], [1.6267, -0.2189, -3.4751], [2.7719, -2.6883, 1.4581], [4.8704, -2.9383, 2.6710], [4.9167, -4.1587, 4.8512], [2.8089, -5.0881, 5.7660], [0.6998, -4.8192, 4.5295], [8.5151, 2.0289, -1.0911], [7.3675, 1.6821, -0.9626], [6.0556, 2.1370, -2.0562], [4.7789, 1.2876, -1.2066], [5.0971, 0.5926, -0.0966], [4.0673, -0.3630, 0.9556], [6.7896, 0.6457, 0.3509], [3.1679, 1.3407, -1.9016], [1.9114, 3.4283, -1.6639], [-0.1394, 5.1271, -1.4940], [-1.2990, 3.8050, -2.2754], [-2.3059, 4.2577, -3.1399], [-3.1513, 3.3532, -3.7437], [-2.9672, 1.9989, -3.4998], [-1.9549, 1.6407, -2.6299], [-1.1493, 2.5051, -2.0065], [2.2875, 3.7197, 0.2335], [2.5133, 5.0116, 0.7019], [2.7714, 5.1879, 2.0452], [2.8128, 4.0827, 2.8885], [2.5922, 2.8384, 2.3387], [2.3219, 2.6650, 1.0346], [-2.3943, 5.3187, -3.3316], [-3.9286, 3.6958, -4.4169], [-3.5781, 1.2404, -3.9704], [-1.7723, 0.5939, -2.4263], [2.4891, 5.8459, 0.0155], [2.9476, 6.1836, 2.4337], [3.0192, 4.1783, 3.9453], [2.6141, 1.9398, 2.9391], [1.9558, -0.6841, 5.1044], [0.6001, -0.9821, 4.6874], [0.0357, -0.3270, 3.6400], [-1.2117, -0.7265, 3.2728], [0.6035, 0.6236, 3.0853], [2.0449, -0.8146, 6.1828], [2.1705, 0.3518, 4.8594], [2.6887, -1.3188, 4.6044], [0.2301, -1.8904, 4.9133], [-1.4845, -1.6805, 3.4522], [-1.5231, -0.3504, 2.3840]], "forces_ev_per_angstrom": [[-1.1, -0.5, 0.4], [-0.1, 0.0, 0.1], [-0.1, 0.1, -0.1], [0.0, -0.1, 0.0], [0.2, 0.2, 0.4], [-0.1, -0.4, -0.5], [0.1, 0.2, 0.2], [-0.4, -0.1, 0.2], [0.4, 0.2, 0.1], [-0.4, -0.1, -0.1], [0.4, 0.2, -0.1], [-0.1, 0.1, 0.1], [0.1, -0.2, -0.1], [-0.1, 0.0, -0.1], [-0.1, -0.2, 0.0], [0.0, 0.0, 0.2], [-0.1, 0.1, 0.0], [0.1, -0.1, 0.0], [-0.1, 0.0, 0.0], [0.0, 0.1, -0.1], [0.2, 0.1, 0.0], [-0.3, -0.1, 0.1], [0.3, 0.1, -0.3], [-0.1, 0.0, 0.0], [0.0, 0.0, 0.1], [0.0, -0.1, 0.0], [-0.2, -0.1, 0.1], [0.0, 0.0, 0.0], [0.0, 0.0, 0.0], [0.0, 0.0, 0.0], [0.0, 0.0, 0.0], [0.1, 0.0, 0.0], [-0.2, -0.1, -0.1], [0.0, -0.1, -0.2], [0.0, 0.0, 0.1], [0.0, 0.0, 0.0], [-0.1, 0.0, 0.0], [0.1, 0.0, 0.1], [0.0, 0.0, 0.0], [0.0, 0.0, -0.1], [0.1, 0.0, 0.0], [0.0, 0.0, 0.0], [0.1, -0.1, -0.1], [0.0, 0.0, 0.0], [0.0, 0.0, 0.0], [0.1, 0.0, 0.0], [0.0, 0.0, 0.0], [0.1, -0.1, 0.0], [0.0, 0.0, 0.0], [0.0, 0.0, 0.0], [0.0, 0.0, 0.0], [0.0, 0.0, 0.0], [0.0, 0.0, 0.0], [0.0, 0.0, 0.0], [0.0, 0.1, 0.0], [0.1, 0.0, 0.1], [0.0, 0.0, 0.0], [0.0, 0.0, 0.0], [0.0, 0.0, 0.0], [0.0, 0.0, 0.0], [0.0, 0.0, 0.0], [0.0, 0.1, 0.0], [0.0, 0.0, 0.0], [0.0, 0.0, 0.0], [0.0, 0.0, 0.0], [0.0, 0.0, 0.0], [0.1, 0.0, 0.0], [-0.1, 0.0, 0.0], [0.1, 0.0, 0.0], [-0.4, -0.1, 0.0], [-0.3, -0.2, 0.4], [0.4, 0.1, -0.2], [0.2, 0.0, 0.0], [1.1, 0.1, -0.4], [-0.4, 0.3, 0.3], [0.1, -0.3, -0.1], [0.0, 0.0, 0.0], [0.1, 0.2, 0.0], [0.0, 0.0, -0.1], [0.0, 0.1, 0.0], [0.0, -0.1, 0.1], [0.1, 0.2, -0.1], [0.0, -0.1, -0.2], [0.0, 0.0, -0.1], [0.0, 0.1, 0.1], [0.0, 0.0, -0.1], [0.0, 0.0, -0.2], [0.2, 0.6, 0.4], [0.0, 0.0, 0.0], [0.0, 0.0, 0.0], [0.0, 0.0, 0.0], [0.0, -0.1, 0.1], [0.0, 0.0, 0.0], [0.0, 0.0, 0.0], [0.0, 0.0, 0.0], [0.0, 0.0, 0.0], [0.1, -0.1, 0.0], [0.0, 0.0, 0.0], [0.2, 0.1, -0.1], [-0.2, -0.1, 0.0], [0.0, -0.1, -0.2], [0.0, 0.0, 0.0], [0.0, 0.0, 0.0], [0.0, 0.0, 0.0], [0.0, 0.0, 0.0], [0.0, 0.0, 0.0], [0.1, 0.0, 0.0]], "gap_ev": 6.07, "charge": -1, "relative_energy_kcal_mol": 34.4, "e_tot_ev": -241756.0836, "lumo_ev": 1.97}



5.
{"formula": "C4H8NO2", "method": "wB97M-V/def2-TZVPD", "species": ["O", "C", "C", "C", "N", "C", "O", "H", "H", "H", "H", "H", "H", "H", "H"], "positions_angstrom": [[-2.3391, -0.2851, -2.1532], [-1.1463, -0.4020, -1.9196], [-0.7383, -0.6016, -0.6071], [0.8100, -0.6810, -0.2605], [1.1562, -0.5875, 1.1478], [1.4407, 0.6458, 1.7397], [0.3778, 1.5716, 1.6655], [-0.4799, -0.3592, -2.7215], [-1.5148, -0.6057, 0.0951], [1.3745, -0.0060, -0.9962], [1.4083, -1.4645, -0.8829], [0.4850, -1.0262, 1.8256], [1.6247, 0.5648, 2.8153], [2.3423, 1.1641, 1.2682], [0.1599, 1.7854, 0.7483]], "forces_ev_per_angstrom": [[-3.5, 0.5, -2.0], [0.0, -0.5, 4.0], [4.0, 0.0, -1.5], [-0.5, -0.2, -3.1], [0.1, -1.5, 1.2], [1.1, 1.9, -1.1], [-0.7, 1.1, 0.4], [2.0, 0.1, -1.7], [-0.6, -0.1, 1.4], [-0.7, 1.2, 1.9], [-1.2, -0.8, 2.0], [0.6, 0.1, -1.8], [0.1, -0.3, -0.1], [-0.7, -0.9, 0.4], [0.0, -0.5, 0.0]], "gap_ev": 5.64, "smiles": "[O-]/C=C/CNCO", "charge": -1, "relative_energy_kcal_mol": 88.6, "e_tot_ev": -9860.9458, "lumo_ev": 3.88}



6.
{"formula": "C4H9NOS", "method": "wB97M-V/def2-TZVPD", "species": ["C", "C", "C", "C", "N", "O", "S", "H", "H", "H", "H", "H", "H", "H", "H", "H"], "positions_angstrom": [[-1.5939, 2.3261, 0.6489], [-0.8929, 1.6312, -0.2909], [2.6338, 0.1188, -0.4257], [-1.5997, -2.1489, 0.2418], [1.3036, 0.2868, -0.7949], [0.4010, 0.1735, 1.6425], [0.1495, 0.1192, 0.2256], [-1.8877, 3.3402, 0.3050], [-1.5290, 1.9608, 1.5855], [-0.9141, 1.8097, -1.2872], [2.6927, 0.2365, 0.6046], [3.2523, 0.8853, -0.9019], [2.9431, -0.8520, -0.9631], [-0.8769, -2.8911, 0.4037], [-2.1724, -1.9004, 1.0313], [-1.9264, -2.0141, -0.7667]], "forces_ev_per_angstrom": [[2.2, 0.3, -5.2], [-0.8, -0.8, 4.5], [1.3, -1.4, -2.6], [1.5, 0.0, -2.4], [-2.4, 1.0, -0.7], [0.3, 0.3, 1.3], [-1.6, 0.6, -1.8], [-0.5, -0.9, 0.8], [-0.2, -0.5, 3.4], [0.4, 0.6, -2.9], [1.0, -0.6, 2.0], [-0.1, 0.1, 0.0], [0.2, 1.0, 1.6], [1.0, -0.8, 0.2], [-1.9, 1.1, 2.4], [-0.3, 0.2, -0.3]], "gap_ev": [8.40, 7.67], "relative_energy_kcal_mol": 162.7, "e_tot_ev": -18660.4728, "lumo_ev": [0.21, -0.81]}



7.
{"formula": "CH3O3S3", "method": "wB97M-V/def2-TZVPD", "species": ["C", "O", "O", "O", "S", "S", "S", "H", "H", "H"], "positions_angstrom": [[-1.0717, 2.0260, 0.2706], [-0.1992, -1.4826, -1.1401], [2.0783, -0.8951, -0.2660], [0.1549, -1.1275, 1.2681], [-1.8365, 0.8500, -0.6511], [0.5043, 2.1503, 0.7346], [0.4346, -0.5524, -0.0317], [-1.8517, 2.7642, 0.5483], [2.6183, -1.5610, 0.1787], [-0.7214, -0.9343, -1.8345]], "forces_ev_per_angstrom": [[-0.8, 0.4, -0.1], [-0.9, -1.6, -2.4], [0.1, 0.4, -1.0], [-0.3, -0.6, -0.1], [-1.1, 0.2, -0.6], [0.1, 1.5, 0.6], [1.6, 0.6, 0.7], [0.9, 0.0, 0.4], [-0.9, -0.3, 0.4], [1.2, -0.6, 2.1]], "gap_ev": 6.77, "charge": -1, "relative_energy_kcal_mol": 38.3, "e_tot_ev": -39733.8042, "lumo_ev": 3.51}



Copy entry 3 word for word.
{"formula": "C6H12N", "method": "wB97M-V/def2-TZVPD", "species": ["C", "C", "C", "C", "C", "C", "N", "H", "H", "H", "H", "H", "H", "H", "H", "H", "H", "H", "H"], "positions_angstrom": [[2.8318, -0.2276, 2.8186], [-1.8076, -1.4379, -1.6704], [-1.0315, -0.4587, -1.1258], [0.0709, -0.6944, -0.0878], [-1.1265, 2.0720, -1.0618], [-1.0646, 0.7883, -1.7830], [1.7464, -0.8171, 2.3770], [3.8340, -0.3343, 2.3817], [2.1457, -1.4536, 3.2122], [-2.1568, -2.2707, -1.0683], [-2.1597, -1.4109, -2.6952], [-0.2995, -0.5748, 0.9292], [0.4648, -1.7001, -0.2266], [-2.1614, 2.2795, -0.7625], [-0.5118, 2.0954, -0.1593], [-1.5719, 0.7794, -2.7524], [2.7190, 0.4792, 3.6572], [-0.8229, 2.9060, -1.6912], [0.9016, -0.0198, -0.2917]], "forces_ev_per_angstrom": [[-1.5, 0.3, -0.5], [-0.3, 0.3, 0.0], [2.9, -0.1, -0.5], [-1.3, -0.1, 0.1], [1.6, 0.2, 0.0], [-3.3, -0.3, 0.5], [1.8, -0.2, 0.4], [0.2, 0.2, -0.2], [-1.0, -0.1, 0.0], [0.3, -0.1, 0.0], [-0.3, 0.3, 0.1], [0.4, 0.0, 0.1], [-0.1, 0.0, 0.2], [-0.1, -0.3, -0.2], [-0.1, -0.2, 0.0], [0.5, 0.1, -0.2], [0.6, -0.1, 0.3], [-0.1, 0.1, -0.2], [-0.2, 0.1, 0.2]], "gap_ev": 4.47, "charge": 1, "relative_energy_kcal_mol": 152.1, "e_tot_ev": -7893.4645, "lumo_ev": -6.56}